(1)
{"formula": "C5H24O8", "method": "the ωB97M-V functional and the def2-TZVPD basis", "lumo_energy_ev": 0.1, "spin_multiplicity": 1, "relative_energy_kcal_mol": 83.2, "smiles": "C=CCCCO.O.O.O.O.O.O.O", "symbols": ["C", "O", "C", "C", "C", "C", "H", "H", "H", "H", "H", "H", "H", "H", "H", "H", "H", "H", "O", "H", "H", "O", "H", "H", "O", "H", "H", "O", "H", "H", "O", "H", "H", "O", "H", "H", "O"], "coordinates": [[-0.2587, 3.0893, -0.4282], [-1.7050, 3.1736, -0.3748], [0.2887, 1.8556, 0.1521], [-0.1159, 0.5479, -0.5086], [0.3536, 0.2516, -1.8373], [-0.0053, -0.7374, -2.6816], [-0.0114, 3.2452, -1.5415], [0.0461, 4.0542, 0.1885], [-2.0381, 2.3115, -0.7847], [-0.1734, 1.8974, 1.1726], [1.3791, 2.0125, 0.2412], [0.1001, -0.2694, 0.2985], [-1.1782, 0.1708, -0.2981], [1.4224, 0.7068, -1.9958], [0.5301, -1.1473, -3.5615], [-0.7071, -1.5147, -2.2941], [2.6958, 0.9903, 2.7542], [1.7453, 2.1434, 2.0352], [2.4895, 1.9245, 2.4680], [2.0695, -0.4425, 0.9783], [2.6334, -1.8258, 1.4298], [2.0725, -1.0635, 1.8082], [-2.4003, 0.0421, 2.0426], [-1.5819, -1.0550, 1.4214], [-2.2081, -0.3155, 1.2256], [-2.8760, 0.4734, -2.5887], [-3.1781, 0.1764, -1.1693], [-2.6611, 0.6819, -1.7316], [1.1687, -2.2149, -0.8597], [2.6455, -2.2530, -0.9975], [2.0648, -1.8588, -0.4495], [-0.4310, -2.8363, 0.3826], [-1.3485, -3.1063, -0.8158], [-0.3995, -3.1098, -0.4969], [0.6141, -1.6539, 2.0856], [-0.6820, -2.3251, 2.8104], [-0.3598, -2.0193, 1.9201]], "atomic_forces_ev_per_a": [[-1.22, 3.71, -1.50], [0.11, -2.07, -0.47], [-0.47, -0.03, 1.27], [-2.00, -2.54, 3.48], [3.73, -0.72, -1.80], [-0.19, -1.11, 1.08], [0.27, -0.19, 1.54], [-0.13, -2.00, -1.38], [0.40, 1.57, 0.62], [0.61, -0.53, -0.42], [-0.28, -0.48, -0.23], [1.16, 0.96, -1.59], [1.21, 2.02, -1.09], [-2.15, -0.29, -0.42], [-0.05, 1.07, 0.57], [-0.11, 1.14, -0.56], [-1.40, 1.56, -1.02], [-4.16, -0.02, -2.03], [5.66, -1.60, 3.29], [-0.22, -1.73, 2.14], [-1.48, 1.66, 0.78], [1.63, 0.49, -1.53], [-0.80, 1.34, 2.64], [-0.27, 0.64, -0.06], [0.12, -1.71, -2.25], [-0.80, -0.72, -3.12], [-1.62, -1.53, 1.79], [1.77, 2.36, 1.15], [1.84, 1.07, 1.39], [3.51, -1.93, -2.99], [-4.95, 0.30, 0.55], [-0.13, 0.75, 2.87], [1.76, 0.00, 0.54], [-1.66, -1.08, -3.61], [-1.47, -0.43, -0.71], [0.50, 0.30, -1.33], [1.28, -0.25, 2.43]], "lowdin_charge": [-0.286, -0.117, -0.231, -0.268, -0.204, -0.029, 0.134, 0.153, 0.067, 0.134, 0.111, 0.108, 0.087, 0.145, 0.063, 0.047, 0.063, -0.085, -0.035, 0.096, 0.106, -0.135, 0.010, -0.002, -0.047, 0.022, 0.019, 0.018, 0.089, -0.006, -0.066, -0.051, 0.099, -0.055, 0.069, 0.109, -0.129]}



(2)
{"formula": "C5H25NO9", "method": "the ωB97M-V functional and the def2-TZVPD basis", "lumo_energy_ev": 0.2, "spin_multiplicity": 1, "relative_energy_kcal_mol": 95.0, "smiles": "CCN[C@H](C=O)CO.O.O.O.O.O.O.O", "symbols": ["C", "N", "C", "C", "O", "C", "O", "C", "H", "H", "H", "H", "H", "H", "H", "H", "H", "H", "H", "H", "H", "O", "H", "H", "O", "H", "H", "O", "H", "H", "O", "H", "H", "O", "H", "H", "O", "H", "H", "O"], "coordinates": [[-1.5459, -1.8521, -0.4058], [-0.7040, -0.6237, -0.0125], [-1.0090, 0.5445, -0.9611], [0.2364, 1.6968, -0.8090], [0.8208, 1.7196, 0.4322], [-1.1034, 0.3439, -2.4384], [-0.6486, -0.5907, -3.0953], [-0.8703, -3.1484, 0.1898], [-2.6596, -1.7517, -0.0765], [-1.6620, -2.0197, -1.4971], [0.3205, -0.8199, 0.1125], [-1.9892, 0.9590, -0.4245], [-0.3750, 2.6492, -0.9179], [0.9195, 1.5430, -1.6911], [1.7982, 1.5097, 0.2601], [-1.4272, 1.1820, -3.0634], [-1.0967, -3.4079, 1.3026], [-1.4694, -3.9308, -0.1479], [0.1929, -3.4343, 0.0169], [1.2434, 0.5994, 2.0404], [1.2063, -0.3928, 3.1174], [1.8410, 0.0050, 2.5275], [2.5836, -1.3881, -0.6712], [2.6409, -1.9482, 0.8911], [3.1648, -1.5298, 0.1072], [-1.4869, -0.7892, 1.9151], [-2.5805, -1.1189, 2.7718], [-1.5549, -0.8529, 2.9008], [3.2975, 0.8241, 1.2467], [3.5586, 0.2648, -0.0823], [3.3530, 1.1671, 0.3431], [-0.7672, 1.5655, 1.4479], [-1.9010, 0.8205, 2.2499], [-1.5227, 1.6958, 1.8434], [1.9447, -1.0155, -3.1345], [0.9402, -1.4633, -2.1786], [1.8508, -1.4061, -2.2660], [-2.8192, 3.6549, 0.1545], [-2.7631, 2.3592, 0.7447], [-3.1752, 2.8430, -0.0119]], "atomic_forces_ev_per_a": [[0.88, -0.31, 0.94], [-0.75, -0.41, -2.07], [0.09, 0.41, 3.50], [-3.41, 0.32, -1.53], [1.18, -0.65, -0.42], [1.06, -0.89, -1.09], [-0.49, 0.40, 1.18], [-0.86, 0.19, 2.40], [2.00, 0.03, 0.03], [0.54, 0.38, 0.54], [-1.40, 0.01, -0.59], [2.08, -0.37, -2.09], [0.97, -0.90, -0.34], [-0.32, 0.21, 1.09], [-0.30, 0.18, 0.60], [-0.57, 0.51, 0.49], [0.74, 1.47, -1.34], [-0.76, -1.63, -1.43], [-0.73, 0.89, -0.29], [0.34, 0.02, -0.15], [-0.10, -0.49, 0.70], [-0.44, 0.35, -0.42], [0.07, -0.62, 0.34], [1.25, 1.42, -2.33], [-1.11, -1.10, 1.80], [1.53, -0.12, 0.14], [3.10, 0.54, 1.55], [-4.54, -0.95, -1.92], [0.05, 0.30, 0.37], [-0.38, 1.58, 0.63], [0.52, -1.71, -0.76], [6.52, -1.49, -3.14], [1.71, 2.46, -0.81], [-8.25, -0.34, 4.60], [0.30, 0.12, -0.25], [-3.15, -0.25, 0.24], [2.73, 0.13, -0.13], [1.24, 3.83, 0.30], [-0.26, -0.01, -0.40], [-1.08, -3.53, 0.06]], "lowdin_charge": [-0.230, -0.051, -0.218, -0.179, -0.117, -0.207, 0.008, -0.098, 0.137, 0.091, 0.105, 0.145, 0.132, 0.135, 0.051, 0.136, 0.095, 0.027, 0.080, 0.018, 0.038, -0.042, -0.014, 0.102, -0.112, -0.012, 0.139, -0.121, 0.035, 0.073, -0.061, -0.105, 0.083, -0.024, 0.070, -0.027, -0.009, -0.022, 0.004, -0.055]}



(3)
{"formula": "C5H26N2O8", "method": "the ωB97M-V functional and the def2-TZVPD basis", "lumo_energy_ev": [-3.1, -7.3], "spin_multiplicity": 2, "relative_energy_kcal_mol": 15.8, "total_charge": 1, "s_squared": 0.7545, "symbols": ["C", "C", "N", "C", "C", "C", "N", "O", "H", "H", "H", "H", "H", "H", "H", "H", "H", "H", "H", "H", "H", "H", "O", "H", "H", "O", "H", "H", "O", "H", "H", "O", "H", "H", "O", "H", "H", "O", "H", "H", "O"], "coordinates": [[-1.1973, -0.8262, 2.1480], [-0.3885, 0.4236, 2.2109], [0.0704, 1.1130, 1.0020], [0.8165, 2.3519, 1.1031], [-0.7915, 1.0868, -0.1520], [-0.2200, 1.3983, -1.5326], [-0.4481, 0.4081, -2.4600], [0.2269, 2.4463, -1.9353], [-1.3742, -1.2315, 3.1368], [-0.6929, -1.6423, 1.5978], [-2.2025, -0.7201, 1.7348], [-0.9160, 1.2341, 2.7530], [0.5054, 0.2120, 2.7874], [0.2927, 3.2679, 1.3216], [1.5500, 2.1882, 1.8878], [1.2224, 2.6889, 0.1302], [-1.5779, 1.8018, 0.1257], [-1.3174, 0.1376, -0.2588], [-0.3902, 0.6627, -3.4365], [-1.0028, -0.4433, -2.4551], [3.5223, -1.6494, -0.0482], [3.5668, -1.4127, 1.4336], [3.2176, -2.0459, 0.7738], [-1.7353, -2.5223, -0.4155], [-2.5534, -3.6212, 0.0634], [-2.6674, -2.7146, -0.2333], [0.5821, -1.1276, -0.9821], [1.2257, -2.2328, -0.0845], [0.5488, -2.0724, -0.7674], [0.7391, -3.2465, -2.5142], [-0.4596, -2.4868, -3.2572], [0.0157, -3.3072, -3.1138], [3.0594, 0.5157, 2.2463], [4.5270, 0.6790, 2.5841], [3.9230, 0.1811, 2.0229], [-3.3155, -2.0116, -3.2756], [-3.3356, -1.7303, -1.7451], [-3.0164, -1.4058, -2.5963], [-0.7464, 5.1682, -0.2072], [0.7645, 5.0305, 0.0318], [-0.0274, 5.4548, 0.3756]], "atomic_forces_ev_per_a": [[-0.58, -1.15, -1.10], [0.68, 0.75, 0.80], [-1.20, 1.11, -0.99], [1.51, -0.72, 0.02], [-0.65, -0.99, 0.09], [-0.97, -0.50, -2.48], [-0.06, -0.45, -0.17], [0.52, 0.58, 1.38], [0.27, 0.27, 0.41], [-0.13, 0.53, 0.11], [0.16, 0.19, -0.20], [0.09, -0.23, 0.00], [0.33, 0.19, 0.23], [-1.34, 0.14, 0.69], [0.30, 0.36, -0.13], [0.24, -0.98, 0.23], [-0.04, 0.33, -0.49], [0.19, -0.13, 0.45], [0.58, 0.66, 0.15], [-0.42, 0.16, 1.21], [0.16, -0.19, -0.18], [-0.06, -0.48, -0.21], [-0.35, 0.32, 0.04], [0.08, 0.29, -0.35], [-0.63, -0.37, 0.10], [0.75, -0.02, 0.37], [0.36, -0.44, -0.05], [0.12, 0.17, -0.11], [-0.14, 0.38, 0.63], [0.42, 0.80, 0.70], [0.46, 0.05, 0.45], [-1.12, -1.10, -1.50], [-0.38, 0.15, 0.16], [0.21, -0.11, 0.01], [0.30, 0.34, 0.11], [-0.16, -0.21, 0.03], [-0.03, -0.47, -0.12], [0.48, 0.76, -0.11], [0.28, 0.23, 0.01], [0.02, 0.27, -0.32], [-0.26, -0.49, 0.17]], "lowdin_charge": [-0.063, -0.166, -0.011, 0.011, -0.045, -0.480, 0.184, 0.090, 0.100, 0.083, 0.087, 0.170, 0.133, 0.103, 0.103, 0.112, 0.185, 0.120, 0.134, 0.068, 0.045, -0.003, -0.066, 0.013, 0.070, -0.052, 0.018, 0.037, -0.054, -0.002, 0.000, -0.045, 0.019, 0.082, -0.024, 0.057, 0.009, -0.057, 0.050, 0.028, -0.045]}



(4)
{"formula": "C5H27NO11", "method": "the ωB97M-V functional and the def2-TZVPD basis", "lumo_energy_ev": [-3.3, -6.8], "spin_multiplicity": 2, "total_charge": 1, "s_squared": 0.7664, "symbols": ["O", "C", "O", "C", "C", "C", "C", "N", "H", "H", "H", "H", "H", "H", "H", "H", "H", "H", "H", "O", "H", "H", "O", "H", "H", "O", "H", "H", "O", "H", "H", "O", "H", "H", "O", "H", "H", "O", "H", "H", "O", "H", "H", "O"], "coordinates": [[1.3717, -0.5236, 1.3266], [1.4971, -0.2846, 0.1617], [2.7180, 0.0635, -0.3475], [0.4333, -0.2236, -0.8640], [-0.9553, 0.0521, -0.2560], [-2.0176, -1.0179, -0.3368], [-2.0759, -2.0431, -1.2795], [-3.1352, -0.6671, 0.2786], [3.1009, 0.7660, 0.1890], [0.4180, -1.2431, -1.2513], [0.5605, 0.4311, -1.7108], [-0.7678, 0.2638, 0.8020], [-1.4798, 0.9458, -0.6461], [-3.0052, -2.6054, -1.3384], [-1.3021, -2.4089, -1.9330], [-3.0998, 0.1162, 0.9222], [-3.8684, -1.3490, 0.3891], [-0.9227, 3.2977, -0.9683], [0.4451, 2.4411, -1.5165], [-0.4987, 2.5554, -1.3940], [-2.4099, -0.7006, 3.4407], [-1.5787, -1.0259, 2.2172], [-2.3027, -0.4170, 2.5253], [3.2830, -0.0513, -2.1392], [2.4497, -0.4423, -3.3405], [2.7936, 0.3282, -2.8775], [1.2899, -4.2677, 0.7197], [0.3596, -3.2070, 0.2939], [1.3059, -3.3602, 0.3900], [0.2918, 1.9289, 1.8479], [1.5347, 2.7605, 1.1302], [1.1990, 2.2740, 1.8820], [0.0946, -3.0189, 2.3423], [0.3083, -1.5008, 2.0136], [-0.3852, -2.2184, 2.1302], [2.4646, 3.6346, -0.8406], [2.8656, 2.3952, -1.6280], [2.5792, 2.6773, -0.7416], [-2.4259, -0.2230, -3.2298], [-1.0428, -0.9247, -2.9220], [-1.5287, -0.3937, -3.5447], [-2.2752, 2.5214, 2.3528], [-1.4410, 1.3493, 2.7674], [-1.3623, 2.2886, 2.5410]], "atomic_forces_ev_per_a": [[-0.23, -0.07, 0.15], [2.03, 1.60, -0.02], [-0.80, -0.63, 0.37], [-2.21, -0.93, -0.36], [0.02, -0.52, 0.77], [0.03, 1.88, -0.72], [-0.76, -1.34, 0.48], [0.39, -0.87, -0.70], [0.25, 0.01, 0.62], [0.18, -0.22, -0.36], [0.78, 0.09, 0.03], [-0.36, 0.07, -0.13], [0.86, -0.35, -0.12], [0.09, 0.05, -0.11], [0.31, 0.12, 0.31], [-0.22, -0.20, 0.09], [-0.41, 0.11, -0.03], [1.19, 0.59, 0.10], [0.21, 1.30, 0.67], [-1.28, -1.24, -0.80], [-0.15, 0.13, 0.14], [-0.66, 0.06, 0.60], [0.78, -0.36, 0.78], [-0.08, 0.09, 0.01], [0.09, 0.14, -0.31], [-0.01, -0.07, -0.51], [0.56, -0.12, -0.16], [-0.02, 0.33, -0.01], [-0.28, -0.57, -0.17], [0.51, 1.17, -0.68], [-0.75, -0.19, -0.38], [0.77, -0.61, 0.91], [0.10, -0.05, 0.24], [-0.27, -0.94, -0.05], [-0.14, 0.93, -0.04], [0.23, -0.11, 0.14], [-0.02, -0.17, 0.22], [-0.20, 0.54, -0.71], [0.33, -0.15, 0.09], [-0.07, 0.08, 0.16], [-0.19, 0.46, -0.71], [-0.08, 0.31, 0.01], [-0.11, 0.03, 0.22], [-0.39, -0.39, -0.05]], "lowdin_charge": [0.118, -0.465, 0.067, -0.065, -0.103, -0.287, 0.194, 0.241, 0.123, 0.120, 0.102, 0.094, 0.130, 0.109, 0.092, 0.124, 0.155, 0.066, 0.022, -0.040, 0.094, 0.018, -0.084, 0.029, 0.051, -0.050, 0.063, 0.012, -0.038, -0.011, 0.005, -0.046, 0.064, 0.034, -0.074, 0.081, 0.059, -0.048, 0.057, -0.026, -0.011, 0.057, 0.015, -0.046]}